1.
Here is a cluster of 3 separate species, C3H10N2O2S in total at a distorted geometry from the Open Molecules 2025 dataset. Energies are from the ωB97M-V functional and the def2-TZVPD basis.

```
18
Properties=species:S:1:pos:R:3:forces:R:3:nbo_charge:R:1
C -0.7108 0.2767 -0.1923 -0.3848 -0.2864 1.4598 -0.25
C -0.4163 0.0225 -1.6686 0.1973 -0.1917 -0.8530 -0.62
S -1.7217 -1.0522 -2.2956 2.2533 -2.0411 2.9205 0.63
N 0.2527 1.1102 0.5136 -0.0727 -0.2441 -1.1820 -0.65
C 1.5707 0.6130 0.7482 0.3329 -0.0834 0.8379 0.77
N 1.6109 -0.7160 1.0989 -0.0341 -0.3002 -0.1077 -0.87
O 2.5331 1.3395 0.7050 -0.4987 -0.1530 -0.4298 -0.56
H -0.7697 -0.6707 0.3695 0.0639 0.0857 -0.3949 0.23
H -1.7284 0.6775 -0.1054 0.3405 0.3278 0.1079 0.23
H -0.3940 0.9360 -2.2531 -0.2088 0.2035 -0.1382 0.27
H 0.5552 -0.4795 -1.8143 -0.2844 -0.0663 0.1189 0.29
H -1.0281 -2.2772 -0.8798 -1.6254 1.8967 -2.6435 0.27
H 0.3490 2.0188 0.0890 -0.0124 0.4829 0.1742 0.41
H 2.5405 -1.0258 1.3661 -0.2617 0.1503 -0.0214 0.42
H 0.8632 -1.0716 1.6950 0.2689 0.2340 -0.1049 0.42
H -0.6778 0.6316 2.2343 0.0885 -0.0266 0.3612 0.48
H -1.4300 0.0813 3.4548 0.0543 -0.1460 0.1155 0.49
O -0.7940 -0.1661 2.7758 -0.2165 0.1580 -0.2204 -0.98
```
Positions in Å, forces in eV/Å.

Output
Molar mass ... 138.19 Da
Net charge ... +1
2S+1 ... 2
Highest occupied orbital energy (alpha / beta) ... -13.71 / -13.68 eV
LUMO energy (alpha / beta) ... -7.25 / -9.09 eV
<S²> ... 0.7801
Energy ... -21173.0039 eV
HOMO-LUMO gap (alpha / beta) ... 6.4606 / 4.5938 eV
Relative energy (zero: lowest compared OMol25 entry of this formula, charge and spin) ... 284.1 kJ/mol

2.
Here is a structure of composition C11H33O8Ti2 at a distorted geometry from the Open Molecules 2025 dataset. Energies are from the ωB97M-V functional and the def2-TZVPD basis.

```
54
Properties=species:S:1:pos:R:3:forces:R:3:nbo_charge:R:1
Ti -16.0315 -23.8531 -7.8078 -0.5715 0.4641 0.0235 0.39
Ti -18.9308 -22.9892 -8.9550 0.7889 0.4855 0.1389 0.55
C -17.1406 -19.4063 -7.4282 0.6619 0.2720 -0.1517 -0.74
C -17.6129 -20.6933 -8.0389 1.7351 1.4580 0.5402 0.81
O -18.2328 -20.6866 -9.1057 -1.6005 -0.5457 -1.6467 -0.83
O -17.3362 -21.7379 -7.4411 0.1528 -2.5851 1.2819 -0.85
H -16.8600 -18.6761 -8.1873 -0.9697 0.2697 -0.0764 0.24
H -16.1994 -19.4778 -6.8832 -0.2495 -0.6904 0.3630 0.24
H -17.9377 -19.1348 -6.7360 0.0944 0.7077 -0.1032 0.24
C -21.2630 -19.7211 -7.3710 0.6764 0.7572 -0.0489 -0.26
O -20.8296 -19.7564 -8.7595 -1.1882 -0.4895 1.3453 -0.75
H -20.4204 -19.4031 -6.7570 0.1168 0.5726 0.0140 0.15
H -22.0758 -19.0015 -7.2731 0.1900 0.0209 -0.2192 0.20
H -21.5687 -20.6121 -6.8224 -0.2762 -0.7734 -1.0083 0.17
H -20.0174 -20.2668 -8.7974 0.4857 0.1382 -0.0595 0.47
C -20.0745 -19.9234 -12.2949 -0.4393 0.3241 -0.5935 -0.26
O -21.1998 -20.3365 -11.5388 0.1452 -0.6859 -0.4710 -0.75
H -20.2877 -18.9577 -12.7532 0.3260 0.6325 0.4898 0.16
H -19.1267 -19.9526 -11.7574 -0.1425 0.1361 0.0343 0.17
H -19.9627 -20.5093 -13.2072 -0.1121 -0.7735 0.3160 0.17
H -21.1280 -20.0659 -10.6206 0.0513 0.3173 0.1803 0.49
C -17.0675 -15.2991 -10.0244 0.2718 0.2826 -0.2305 -0.26
O -17.3663 -13.9370 -9.6586 -0.0344 -0.9788 -0.3037 -0.72
H -17.9447 -15.8057 -10.4270 -0.2722 0.3413 0.3763 0.19
H -16.3351 -15.3738 -10.8282 0.1967 0.3191 -0.1251 0.16
H -16.6553 -15.8778 -9.1977 -0.1929 0.0122 0.2742 0.16
H -16.5310 -13.4912 -9.5004 0.0307 0.0153 0.0144 0.46
C -19.1265 -21.2889 -2.7232 0.3774 0.1123 0.4071 -0.64
C -18.6909 -20.8959 -4.1232 -2.2416 0.5801 -0.2991 -0.05
O -17.4657 -21.4351 -4.4137 1.0507 -0.5985 -0.3177 -0.76
H -19.7346 -20.5368 -2.2203 -0.0221 0.0512 -0.1931 0.22
H -18.2157 -21.4144 -2.1377 0.0608 0.1647 0.1602 0.22
H -19.6406 -22.2463 -2.6385 -0.0556 0.0166 -0.4189 0.22
H -18.7066 -19.8257 -4.3293 0.3551 0.5401 0.7535 0.15
H -19.4134 -21.2040 -4.8790 -0.3518 -0.6324 0.0117 0.16
H -17.3843 -21.5245 -5.3660 0.1567 -0.0791 -0.5798 0.51
C -14.5012 -20.1676 -4.4772 -0.1618 2.0817 -1.2137 -0.63
C -14.3947 -21.2181 -3.4904 -0.7699 -0.8014 1.3823 -0.07
O -15.1023 -22.3552 -3.9795 1.8204 -0.8637 0.2937 -0.76
H -14.1551 -20.5039 -5.4546 0.2096 -0.0117 -0.0158 0.20
H -13.9279 -19.2944 -4.1657 0.0788 0.1885 -0.1730 0.21
H -15.5387 -19.8565 -4.5987 -0.0290 0.0770 -0.0184 0.20
H -14.8513 -20.9305 -2.5433 -0.3150 0.3204 0.1769 0.15
H -13.3546 -21.3126 -3.1782 0.1646 -1.2510 -0.5362 0.18
H -16.0197 -22.0775 -4.0321 -0.3221 0.0334 0.2635 0.49
C -16.8693 -18.0308 -12.8567 0.3388 -0.6636 1.1598 -0.63
C -16.8769 -18.5770 -11.3941 -0.3133 1.1899 -0.4138 -0.07
O -16.6330 -19.9681 -11.3016 -0.2998 0.3454 -0.4571 -0.74
H -16.9243 -16.9434 -12.9084 0.4522 0.0613 0.3433 0.21
H -17.7128 -18.3363 -13.4758 0.1037 -0.6191 0.1890 0.21
H -15.9178 -18.4185 -13.2206 -0.1268 0.3146 -0.7118 0.22
H -17.8029 -18.2924 -10.8945 -0.4412 -0.2668 -0.0530 0.16
H -16.1263 -18.0817 -10.7780 0.4583 0.4029 -0.3072 0.15
H -17.2029 -20.2107 -10.5682 -0.0522 -0.6967 0.2132 0.49
```
Positions in Å, forces in eV/Å.

Output
Molar mass ... 389.11 Da
Net charge ... 0
2S+1 ... 8
Highest occupied orbital energy (alpha / beta) ... -6.12 / -9.78 eV
LUMO energy (alpha / beta) ... -0.35 / -0.31 eV
<S²> ... 15.7515
Energy ... -74543.3265 eV
HOMO-LUMO gap (alpha / beta) ... 5.7680 / 9.4697 eV

3.
Here is a cluster of 2 separate species, C2H6ClN2O in total at a distorted geometry from the Open Molecules 2025 dataset. Energies are from the ωB97M-V functional and the def2-TZVPD basis.

```
12
Properties=species:S:1:pos:R:3:forces:R:3:nbo_charge:R:1
C -0.1735 -0.5884 -0.6059 -0.6596 -1.3265 -0.7103 0.40
C 0.2041 1.5209 1.4373 -0.3517 -0.8094 -1.2684 0.14
N -1.4100 -0.8005 -1.0621 2.1753 -1.1319 -0.1066 -0.71
N 0.7902 -1.4173 -1.0046 -1.6890 -0.3212 -1.4052 -0.71
O 1.3673 2.0043 1.5469 1.0294 1.0275 1.6796 -0.60
Cl -0.8716 1.8908 2.6589 -0.5579 0.4579 1.1221 0.05
H 0.0799 0.0739 0.1808 -0.2106 1.7185 0.4949 0.25
H -2.2972 -0.3345 -1.0478 0.1562 0.7118 0.8659 0.46
H -1.3997 -1.6533 -1.5929 -0.8429 -0.1372 -0.6044 0.39
H 1.7542 -1.1876 -1.1662 0.3316 0.4725 0.8725 0.45
H 0.4461 -1.9989 -1.7624 0.5745 -0.4438 -0.0083 0.38
H 1.5103 2.4907 2.4179 0.0445 -0.2182 -0.9320 0.49
```
Positions in Å, forces in eV/Å.

Output
Molar mass ... 109.54 Da
Net charge ... +1
Highest occupied orbital energy ... -13.20 eV
LUMO energy ... -3.92 eV
Energy ... -19712.3977 eV
HOMO-LUMO gap ... 9.2820 eV
Relative energy (zero: lowest compared OMol25 entry of this formula, charge and spin) ... 225.9 kJ/mol

4.
Here is the molecule C7H9N3O4 at a distorted geometry from the Open Molecules 2025 dataset. Energies are from the ωB97M-V functional and the def2-TZVPD basis.

```
23
Properties=species:S:1:pos:R:3:forces:R:3:nbo_charge:R:1
C 1.0292 1.1924 -1.3745 -1.0028 -1.4156 0.9924 -0.04
C 0.4930 -0.0196 -1.5034 0.2868 0.4748 -1.2780 0.03
C 1.9313 -1.0143 0.6330 1.1183 -2.6212 -1.0290 0.78
C -2.3702 -0.6428 0.6624 -0.9807 -0.4805 -0.2459 0.79
C 0.9946 1.1431 1.0252 0.0110 1.6245 1.2384 0.08
C 0.5719 -1.6433 0.3270 0.9685 -0.8379 -1.6896 -0.31
C -1.5752 -0.8545 -0.6428 -0.0107 -3.3762 1.0548 -0.33
N 0.1569 2.9632 -0.2805 -0.0675 -0.2472 1.0128 -0.52
N 0.7999 1.8343 -0.1228 0.1360 0.3913 1.0527 -0.08
N -0.1469 -0.6879 -0.4665 -1.2109 -0.3243 -0.2411 -0.50
O 2.0664 0.2533 1.0778 -0.3718 -0.0478 -0.1697 -0.49
O -1.8072 0.2779 1.5452 -3.0158 -1.9179 0.0040 -0.70
O 2.8932 -1.7120 0.3891 -0.3730 1.4515 0.8625 -0.54
O -3.4123 -1.3044 0.7934 3.0114 2.6918 0.7387 -0.55
H 1.2054 1.7630 -2.2418 0.7469 0.9032 -0.3896 0.25
H 0.4287 -0.3551 -2.5495 -0.0459 -0.3966 0.4295 0.20
H -0.9448 0.6261 1.3163 0.7535 -0.2429 -0.9660 0.50
H 0.7510 1.6433 2.0575 0.5640 -0.7835 -2.3367 0.22
H 0.0452 -1.8369 1.2270 -0.6435 -0.1644 0.9768 0.23
H 0.7770 -2.6975 -0.2059 -0.3371 2.3075 1.0740 0.22
H -1.9234 -0.2557 -1.4338 -0.5285 1.1110 -0.7730 0.24
H -1.9116 -1.9418 -0.9202 0.8720 1.6568 0.2682 0.22
H -0.0521 3.2691 0.6875 0.1198 0.2439 -0.5860 0.31
```
Positions in Å, forces in eV/Å.

Output
Molar mass ... 199.17 Da
Net charge ... 0
Highest occupied orbital energy (alpha / beta) ... -8.34 / -8.38 eV
LUMO energy (alpha / beta) ... -0.47 / -0.48 eV
Energy ... -20060.4513 eV
HOMO-LUMO gap (alpha / beta) ... 7.8729 / 7.9043 eV
Relative energy (zero: lowest compared OMol25 entry of this formula, charge and spin) ... 463.6 kJ/mol

5.
Here is the ion C3H8FN2 with charge +1 at a distorted geometry from the Open Molecules 2025 dataset. Energies are from the ωB97M-V functional and the def2-TZVPD basis.

```
14
Properties=species:S:1:pos:R:3:forces:R:3:nbo_charge:R:1
C 0.3197 0.0193 -0.0748 0.3550 -1.0736 0.9760 0.59
C 2.5784 -0.4664 0.6116 0.0300 -2.4319 1.3429 -0.46
C -1.0928 0.6040 0.1911 1.4276 0.2299 -2.2613 -0.30
N 1.2892 0.1094 0.7029 -2.4548 2.4254 -1.2151 -0.39
N -1.9953 -0.5003 0.5162 -0.3799 0.0909 0.8958 -0.63
F 0.2857 -0.8828 -1.1159 -0.3010 0.4706 -0.0700 -0.35
H 2.8295 -0.5057 1.6902 0.8664 -0.0472 -0.8228 0.23
H 3.3473 0.0315 0.0137 -0.5302 0.2356 0.1076 0.26
H 2.4364 -1.5249 0.2832 0.6112 0.6669 -0.0824 0.21
H -0.9424 1.3784 0.9291 -0.7044 0.0892 0.1790 0.28
H -1.5968 0.8655 -0.7853 1.2002 0.9857 0.9897 0.24
H -1.7832 -1.0886 1.2727 1.0087 -0.8842 1.8187 0.44
H -1.9451 -1.0746 -0.2720 -0.0962 -1.6120 -1.8330 0.44
H -2.9603 -0.2817 0.6492 -1.0327 0.8547 -0.0252 0.45
```
Positions in Å, forces in eV/Å.

Output
SMILES ... C/N=C(\F)C[NH3+]
Molar mass ... 91.11 Da
Net charge ... +1
Highest occupied orbital energy ... -14.23 eV
LUMO energy ... -4.01 eV
Energy ... -8930.2912 eV
HOMO-LUMO gap ... 10.2109 eV
Relative energy (zero: lowest compared OMol25 entry of this formula, charge and spin) ... 197.2 kJ/mol

6.
Here is a cluster of 2 separate species, CH8N3O in total at a distorted geometry from the Open Molecules 2025 dataset. Energies are from the ωB97M-V functional and the def2-TZVPD basis.

```
13
Properties=species:S:1:pos:R:3:forces:R:3:nbo_charge:R:1
C -0.7994 -0.9241 1.7406 1.8038 -0.9276 -3.9153 0.38
N -1.0297 0.2276 2.3151 -0.9074 -3.0544 2.7857 -0.71
N 0.6901 0.5814 -2.3009 -1.3788 1.6903 -1.4528 -0.39
N -0.3483 -0.9625 0.4649 0.0729 1.3570 1.9147 -0.79
O 0.4128 0.9841 -1.0281 -0.3274 0.5863 1.1369 -0.66
H -0.8922 -1.9115 2.2234 -0.3146 0.9627 0.3337 0.23
H -0.9913 1.0764 1.8921 0.3434 2.7198 -1.8148 0.42
H -1.4298 0.2135 3.2390 0.0310 0.1046 0.0758 0.42
H 1.1730 -0.3203 -2.2054 0.8873 0.6884 -1.1244 0.42
H -0.1817 0.3962 -2.8726 0.6521 -0.0397 0.8197 0.39
H 1.0736 1.4823 -2.8357 0.2126 -2.8628 1.2412 0.45
H 0.0957 0.0438 -0.1430 -0.7598 -1.1515 -0.3603 0.45
H -0.0318 -1.8561 0.1105 -0.3151 -0.0730 0.3599 0.40
```
Positions in Å, forces in eV/Å.

Output
Molar mass ... 78.09 Da
Net charge ... +1
Highest occupied orbital energy ... -14.28 eV
LUMO energy ... -3.23 eV
Energy ... -7675.8621 eV
HOMO-LUMO gap ... 11.0521 eV
Relative energy (zero: lowest compared OMol25 entry of this formula, charge and spin) ... 384.4 kJ/mol

Copy entry 4 word for word.
Here is the molecule C7H9N3O4 at a distorted geometry from the Open Molecules 2025 dataset. Energies are from the ωB97M-V functional and the def2-TZVPD basis.

```
23
Properties=species:S:1:pos:R:3:forces:R:3:nbo_charge:R:1
C 1.0292 1.1924 -1.3745 -1.0028 -1.4156 0.9924 -0.04
C 0.4930 -0.0196 -1.5034 0.2868 0.4748 -1.2780 0.03
C 1.9313 -1.0143 0.6330 1.1183 -2.6212 -1.0290 0.78
C -2.3702 -0.6428 0.6624 -0.9807 -0.4805 -0.2459 0.79
C 0.9946 1.1431 1.0252 0.0110 1.6245 1.2384 0.08
C 0.5719 -1.6433 0.3270 0.9685 -0.8379 -1.6896 -0.31
C -1.5752 -0.8545 -0.6428 -0.0107 -3.3762 1.0548 -0.33
N 0.1569 2.9632 -0.2805 -0.0675 -0.2472 1.0128 -0.52
N 0.7999 1.8343 -0.1228 0.1360 0.3913 1.0527 -0.08
N -0.1469 -0.6879 -0.4665 -1.2109 -0.3243 -0.2411 -0.50
O 2.0664 0.2533 1.0778 -0.3718 -0.0478 -0.1697 -0.49
O -1.8072 0.2779 1.5452 -3.0158 -1.9179 0.0040 -0.70
O 2.8932 -1.7120 0.3891 -0.3730 1.4515 0.8625 -0.54
O -3.4123 -1.3044 0.7934 3.0114 2.6918 0.7387 -0.55
H 1.2054 1.7630 -2.2418 0.7469 0.9032 -0.3896 0.25
H 0.4287 -0.3551 -2.5495 -0.0459 -0.3966 0.4295 0.20
H -0.9448 0.6261 1.3163 0.7535 -0.2429 -0.9660 0.50
H 0.7510 1.6433 2.0575 0.5640 -0.7835 -2.3367 0.22
H 0.0452 -1.8369 1.2270 -0.6435 -0.1644 0.9768 0.23
H 0.7770 -2.6975 -0.2059 -0.3371 2.3075 1.0740 0.22
H -1.9234 -0.2557 -1.4338 -0.5285 1.1110 -0.7730 0.24
H -1.9116 -1.9418 -0.9202 0.8720 1.6568 0.2682 0.22
H -0.0521 3.2691 0.6875 0.1198 0.2439 -0.5860 0.31
```
Positions in Å, forces in eV/Å.

Output
Molar mass ... 199.17 Da
Net charge ... 0
Highest occupied orbital energy (alpha / beta) ... -8.34 / -8.38 eV
LUMO energy (alpha / beta) ... -0.47 / -0.48 eV
Energy ... -20060.4513 eV
HOMO-LUMO gap (alpha / beta) ... 7.8729 / 7.9043 eV
Relative energy (zero: lowest compared OMol25 entry of this formula, charge and spin) ... 463.6 kJ/mol